[1]
52
Properties=species:S:1:pos:R:3 method="wB97M-V/def2-TZVPD" fmax_ev_per_a=0.7 energy_ha=-1868.913092 de_lowest_ev=0.000 charge=+3 homo_ha=-0.644
Sc 0.9507 0.0340 -0.1706
C -1.0300 -2.0218 0.6790
N 0.4446 -1.8225 0.8192
C 0.7800 -1.8597 2.2718
C 1.1695 -2.9256 0.1107
C 1.2487 -2.6614 -1.3900
N 1.8016 -1.3004 -1.6961
C 3.2704 -1.2911 -1.4242
C 1.6053 -1.0290 -3.1517
H -1.3080 -3.0058 1.0622
H -1.3436 -1.9646 -0.3653
H -1.5705 -1.2738 1.2588
H 0.4665 -2.8112 2.7063
H 0.2554 -1.0612 2.7970
H 1.8540 -1.7547 2.4230
H 0.6573 -3.8760 0.2734
H 2.1640 -3.0238 0.5462
H 0.2599 -2.7372 -1.8443
H 1.8788 -3.4258 -1.8505
H 3.7602 -2.0849 -1.9922
H 3.4827 -1.4599 -0.3634
H 3.7099 -0.3445 -1.7437
H 2.1429 -1.7704 -3.7465
H 1.9912 -0.0437 -3.4140
H 0.5501 -1.0856 -3.4170
O -6.4609 1.7885 -2.4603
C -5.3613 1.0908 -2.6614
O -5.2778 0.2441 -3.5015
C -4.1255 1.3612 -1.8033
C -4.1347 2.0245 -0.5801
C -2.9845 2.1084 0.1930
C -1.8068 1.5384 -0.2739
C -1.7959 0.9019 -1.5221
C -2.9374 0.8083 -2.2812
N -0.5753 1.4882 0.4187
C -0.2608 2.2098 1.4388
C 1.0521 2.0418 2.0603
C 1.3864 2.7068 3.2237
C 2.6595 2.5366 3.7675
C 3.5593 1.7125 3.1112
C 3.1527 1.0626 1.9553
N 1.9261 1.1991 1.4318
H -6.4236 2.5230 -1.8414
H -5.0414 2.4663 -0.1881
H -3.0416 2.5976 1.1574
H -0.8438 0.5135 -1.9155
H -2.9482 0.3205 -3.2471
H -0.9272 2.9631 1.8505
H 0.6667 3.3610 3.6997
H 2.9420 3.0467 4.6796
H 4.5653 1.5701 3.4817
H 3.8449 0.4153 1.4284


[2]
52
Properties=species:S:1:pos:R:3 method="wB97M-V/def2-TZVPD" smiles="CO[C@]1(C(=O)NC[C@H](C)C(C)C)CCN(C(=O)c2cncc(C#N)c2)C1" fmax_ev_per_a=1.5 energy_ha=-1184.355822 de_lowest_ev=2.599 charge=0 homo_ha=-0.354
C -2.1936 -1.1077 -0.0379
O -0.8006 -0.7973 0.0331
C -0.3441 0.2975 0.8687
C 1.1975 0.4916 0.6956
O 1.7796 1.4338 1.2334
N 1.8446 -0.4057 -0.0594
C 3.2766 -0.4328 -0.3623
C 3.9796 -1.7324 0.1196
C 5.4907 -1.4548 0.3075
C 3.7251 -2.9795 -0.7942
C 2.2311 -3.2940 -1.0234
C 4.4240 -4.2542 -0.2724
C -0.7002 0.0417 2.3458
C -1.9088 0.9223 2.6949
N -2.1810 1.6858 1.4679
C -3.4542 2.0360 1.1452
O -4.4148 1.7206 1.8462
C -3.7179 2.8254 -0.1169
C -2.8553 3.8382 -0.5646
N -3.0824 4.5675 -1.6863
C -4.2138 4.3158 -2.3927
C -5.1453 3.3485 -2.0077
C -6.3468 3.1217 -2.7944
N -7.3008 2.9411 -3.4213
C -4.8938 2.6041 -0.8507
C -1.0622 1.6187 0.5119
H -2.3276 -2.0096 -0.6351
H -2.6333 -1.2996 0.9409
H -2.7605 -0.3148 -0.5255
H 1.2560 -1.1202 -0.4636
H 3.4198 -0.3034 -1.4366
H 3.7659 0.4384 0.0832
H 3.5864 -1.9607 1.1130
H 5.9911 -1.2895 -0.6474
H 5.6625 -0.5731 0.9267
H 5.9986 -2.2757 0.8129
H 4.1543 -2.7634 -1.7751
H 1.6938 -3.3940 -0.0791
H 1.7398 -2.5227 -1.6155
H 2.0978 -4.2253 -1.5753
H 4.1155 -4.4902 0.7467
H 4.1931 -5.1204 -0.8938
H 5.5093 -4.1594 -0.2799
H -0.9295 -1.0108 2.5131
H 0.1229 0.2818 3.0231
H -2.7281 0.2663 3.0001
H -1.5968 1.5761 3.5116
H -1.9657 4.1076 -0.0113
H -4.3653 4.9175 -3.2795
H -5.6048 1.8559 -0.5182
H -0.3809 2.4469 0.7189
H -1.3479 1.5904 -0.5404


[3]
52
Properties=species:S:1:pos:R:3 method="wB97M-V/def2-TZVPD" fmax_ev_per_a=2.3 spin_multiplicity=3 energy_ha=-2919.618866 de_lowest_ev=0.834 charge=+1 homo_ha="-0.348 / -0.372"
Ni 0.6621 -0.0680 -0.4800
C -1.9585 -3.6791 -4.1075
C -1.3658 -2.3666 -4.6175
N -0.0109 -2.1713 -4.1550
C 0.3359 -1.7335 -2.9359
S -0.8548 -0.9836 -1.8592
N 1.5498 -1.9065 -2.5159
N 1.8688 -1.2581 -1.3904
C 2.8097 -1.7644 -0.6203
C 3.5395 -3.0068 -0.9899
C 3.0056 -1.0645 0.6140
C 4.1859 -1.1288 1.3666
C 4.2755 -0.4408 2.5504
C 3.1795 0.3207 2.9654
C 2.0562 0.3589 2.1668
N 1.9393 -0.3156 1.0235
H -2.9116 -3.8676 -4.5896
H -2.1092 -3.6238 -3.0312
H -1.2946 -4.5148 -4.3223
H -1.9646 -1.5199 -4.2707
H -1.3380 -2.3529 -5.7105
H 0.7075 -2.7143 -4.6171
H 2.8728 -3.6541 -1.5559
H 3.9023 -3.5329 -0.1128
H 4.3812 -2.7593 -1.6376
H 5.0126 -1.7130 0.9973
H 5.1734 -0.4712 3.1457
H 3.2009 0.8724 3.8921
H 1.2135 0.9740 2.4491
C -3.7793 1.6897 0.8371
N -3.1717 1.8123 2.1722
C -4.0458 1.2802 3.2283
C -1.8162 1.1913 2.1771
C -0.8727 2.0195 1.3391
C -0.6635 3.3663 1.6363
C 0.1743 4.1271 0.8412
C 0.8268 3.5464 -0.2383
C 0.6343 2.2034 -0.5169
C -0.2375 1.4190 0.2535
H -4.6922 2.2800 0.7771
H -4.0070 0.6461 0.6341
H -3.0711 2.0412 0.0877
H -3.0192 2.8138 2.3486
H -4.1795 0.2094 3.0860
H -5.0186 1.7700 3.1976
H -3.5989 1.4514 4.2069
H -1.8747 0.1848 1.7463
H -1.4732 1.1180 3.2135
H -1.1381 3.8201 2.5032
H 0.3270 5.1694 1.0681
H 1.4748 4.1471 -0.8604
H 1.1577 1.7791 -1.3902


[4]
49
Properties=species:S:1:pos:R:3 method="wB97M-V/def2-TZVPD" fmax_ev_per_a=13.6 energy_ha=-1019.232794 de_lowest_ev=16.917 charge=+1 homo_ha=-0.409
C -6.8166 -1.7101 -1.1972
C -5.5567 -0.8538 -0.9419
C -4.4494 -1.1878 -0.3541
C -3.3896 -0.5200 0.0119
C -3.3133 0.7028 -0.3499
C -2.2620 1.4981 0.2235
C -1.2437 0.8107 0.9560
C -1.2559 -0.4228 0.9099
C -2.4235 -1.1086 0.5653
H -2.4050 -2.2392 0.8379
O -0.1844 -0.8047 1.6441
C -0.3660 -2.2085 2.0601
H -0.3065 -3.2402 1.2590
H 0.6562 -2.3937 2.7915
H -1.1461 -2.3934 2.6841
O -0.0450 1.5016 1.3572
C 0.2931 2.7465 1.0245
C 0.6795 3.1340 -0.3805
H 0.7696 4.3729 -0.6778
H -0.0082 2.7687 -1.0448
C 2.0975 2.7253 -0.8687
C 2.1932 1.3181 -0.7972
N 2.2834 0.6164 0.3959
H 1.2856 0.7498 0.9815
C 2.5300 -0.7873 -0.0303
C 4.0197 -1.1941 -0.2244
C 4.4910 -2.0937 -1.2565
C 5.9230 -1.6425 -1.1365
C 6.0117 -1.0886 0.1200
O 4.9543 -0.7268 0.6303
H 6.9965 -0.6058 0.4432
H 6.5999 -2.2569 -1.8675
H 3.9851 -2.3941 -2.0038
H 2.3149 -1.5357 1.1659
H 1.8041 -1.4452 -0.5103
H 3.0642 1.0851 0.9859
H 3.2903 1.0176 -1.6179
H 1.5048 0.8448 -1.3078
H 2.4241 3.2408 -1.7010
H 2.7134 3.2209 0.0871
H 1.1145 3.1243 1.8454
H -0.7793 3.5605 1.4402
H -2.2679 2.6027 0.0092
H -4.1941 1.2732 -0.6441
H -4.6515 -2.2655 -0.1340
H -5.6594 0.1293 -1.2338
H -6.6164 -2.8493 -0.9360
H -7.6359 -1.4865 -0.7539
H -7.0232 -1.5893 -2.4597


[5]
59
Properties=species:S:1:pos:R:3 method="wB97M-V/def2-TZVPD" fmax_ev_per_a=1.4 spin_multiplicity=2 energy_ha=-7557.429157 charge=+3 homo_ha="-0.649 / -0.647"
Mo 0.4037 0.7987 -1.1057
C 4.2069 0.0904 -0.3068
C 3.2650 -0.7941 -1.1019
C 3.5449 -0.7911 -2.5879
C 3.1351 -2.1905 -0.5314
O 1.8781 -0.1533 -0.9432
Ge 1.2067 0.0439 2.7881
O 0.4745 1.9388 0.2771
C 0.5553 3.3948 0.7375
C -0.8682 3.8856 0.8850
C 1.3184 4.1180 -0.3554
C 1.3082 3.3732 2.0493
O -0.3564 -0.1550 3.3041
C -1.6521 -0.1937 4.0999
C -2.7537 0.1376 3.1092
C -1.5104 0.8549 5.1830
C -1.7612 -1.5970 4.6526
H 5.2165 -0.0482 -0.6936
H 4.2159 -0.1711 0.7517
H 3.9608 1.1475 -0.4174
H 4.5065 -1.2794 -2.7477
H 3.6085 0.2235 -2.9833
H 2.7838 -1.3490 -3.1324
H 4.1427 -2.5947 -0.4235
H 2.5651 -2.8474 -1.1844
H 2.6759 -2.1819 0.4597
H -1.4275 3.7742 -0.0425
H -0.8391 4.9451 1.1413
H -1.3911 3.3601 1.6846
H 0.7652 4.1067 -1.2964
H 2.3121 3.6905 -0.5021
H 1.4472 5.1599 -0.0618
H 0.7315 2.8721 2.8333
H 1.4534 4.4013 2.3839
H 2.2988 2.9258 1.9446
H -2.4418 0.9355 2.4320
H -3.6284 0.4925 3.6535
H -3.0519 -0.7387 2.5334
H -1.4584 1.8605 4.7625
H -0.6289 0.6712 5.7975
H -2.3837 0.8062 5.8329
H -1.7202 -2.3399 3.8564
H -2.7228 -1.6954 5.1574
H -0.9760 -1.8021 5.3796
Cl -2.1880 0.9283 -7.3224
C -1.9240 1.1846 -5.7100
C -2.8701 2.0012 -4.9523
Cl -4.2148 2.6266 -5.7394
C -2.6535 2.2635 -3.6162
Cl -3.6933 3.2098 -2.6696
C -1.4968 1.7078 -3.0345
O -1.1053 1.8956 -1.8081
C -0.6128 0.8568 -3.7549
O 0.3676 0.3917 -2.9811
C -0.7729 0.5993 -5.0912
Cl 0.3142 -0.3640 -5.9458
Se -1.2025 -0.9859 -0.4258
C -0.3840 -2.1999 -1.5347
N 0.1563 -2.9171 -2.2543